No. 1
{
  "formula": "C2H3PS",
  "method": "the ωB97M-V functional and the def2-TZVPD basis",
  "gap_ev": [6.7, 6.7],
  "e_lumo_ev": [-2.041, -2.044],
  "charge": 0,
  "homo_energy_ev": [-8.78, -8.76],
  "spin_multiplicity": 1,
  "elements": ["C", "C", "P", "S", "H", "H", "H"],
  "xyz": [[-0.251409, 0.014725, 0.057547], [0.909664, -0.683143, -0.016904], [-1.871424, -0.424669, -0.086628], [2.369284, 0.193973, -0.184641], [0.148152, 1.721111, 0.068559], [0.919100, -1.687975, 0.116563], [-2.223366, 0.865979, 0.045502]],
  "atomic_forces_ev_per_a": [[-2.19, 5.26, -0.13], [4.66, 3.82, -0.31], [1.23, -1.23, 0.04], [-1.82, -1.88, 0.16], [-0.99, -4.32, 0.00], [0.10, -3.13, 0.13], [-0.99, 1.48, 0.11]],
  "nbo_charge": [-0.57, -0.34, 0.53, 0.03, 0.18, 0.21, -0.04]
}

---

No. 2
{
  "formula": "C2H4",
  "method": "the ωB97M-V functional and the def2-TZVPD basis",
  "gap_ev": 11.5,
  "e_lumo_ev": 1.387,
  "smiles": "C=C",
  "charge": 0,
  "homo_energy_ev": -10.13,
  "spin_multiplicity": 1,
  "elements": ["C", "C", "H", "H", "H", "H"],
  "xyz": [[-0.667132, -0.035524, -0.017770], [0.690196, -0.004607, -0.101750], [-1.120970, 0.995508, -0.073611], [-1.382512, -0.773632, -0.006498], [1.316204, 0.877709, 0.144874], [1.164214, -1.059452, 0.054755]],
  "atomic_forces_ev_per_a": [[2.60, 4.91, -0.81], [-0.97, -3.18, 2.10], [0.17, -1.09, 0.29], [-0.81, -2.16, -0.09], [-0.68, -0.59, -0.82], [-0.31, 2.11, -0.66]],
  "nbo_charge": [-0.37, -0.40, 0.18, 0.20, 0.21, 0.19]
}

---

No. 3
{
  "formula": "C2H40O19",
  "method": "the ωB97M-V functional and the def2-TZVPD basis",
  "gap_ev": 9.9,
  "e_lumo_ev": 0.026,
  "charge": 0,
  "homo_energy_ev": -9.85,
  "spin_multiplicity": 1,
  "elements": ["C", "C", "O", "H", "H", "H", "H", "H", "H", "O", "H", "H", "O", "H", "H", "O", "H", "H", "O", "H", "H", "O", "H", "H", "O", "H", "H", "O", "H", "H", "O", "H", "H", "O", "H", "H", "O", "H", "H", "O", "H", "H", "O", "H", "H", "O", "H", "H", "O", "H", "H", "O", "H", "H", "O", "H", "H", "O", "H", "H", "O"],
  "xyz": [[0.562904, -0.674067, 0.105713], [0.049793, 0.384084, 0.787202], [0.119839, 0.509379, 2.175445], [0.579879, -0.613298, -0.961545], [1.070474, -1.516602, 0.514565], [-0.597135, 1.211789, 0.410936], [0.746265, 0.139662, 2.702880], [-1.825915, -2.958290, 0.837891], [-0.869462, -2.124486, 1.897630], [-1.706113, -2.586601, 1.780465], [3.816164, 0.500534, 1.054532], [2.718010, -0.500546, 0.867819], [3.574611, -0.384424, 1.258313], [-2.374351, 1.296008, 1.629791], [-2.703893, 1.493988, 0.116612], [-2.654566, 1.981737, 0.990615], [3.293962, -1.718755, -0.983864], [2.517077, -0.651237, -1.813407], [2.677210, -1.667276, -1.731988], [-1.170271, 0.384455, -4.710244], [0.257472, 0.016003, -4.088507], [-0.662016, 0.112776, -3.913609], [-3.032339, -1.558134, -2.777042], [-1.603446, -1.260458, -2.710153], [-2.202787, -1.972047, -2.813852], [0.889341, -3.420130, 1.860090], [0.004943, -3.241018, 2.998390], [0.859126, -3.007222, 2.662921], [-4.358589, 0.396806, -0.116252], [-3.146773, -0.611343, -0.063374], [-3.656243, 0.020310, -0.657983], [-1.806924, -3.000103, -1.516678], [-0.535217, -3.625549, -0.831321], [-1.390376, -3.364856, -0.723935], [2.125962, 2.313913, -3.128843], [0.664004, 1.970528, -2.587553], [1.496016, 1.549599, -3.023545], [-0.963035, 2.740947, -1.728259], [-0.243313, 3.248106, -0.508736], [-0.149225, 3.130005, -1.514353], [-2.676665, -1.057173, 2.467584], [-1.541812, -0.162617, 2.612043], [-2.456068, -0.183501, 2.563272], [-0.843035, 4.432234, 1.283405], [-1.335998, 2.913488, 1.087850], [-0.520126, 3.533702, 1.050291], [1.110407, 3.740555, 1.597032], [1.864248, 2.879815, 2.558400], [2.013465, 3.608998, 1.966359], [-3.047116, 1.510428, -1.884478], [-1.758978, 0.714308, -2.338867], [-2.161766, 1.472895, -2.251816], [3.094581, 2.653412, 0.874985], [2.283004, 1.852304, -0.019385], [3.193842, 1.968053, 0.218551], [2.175038, -1.304941, 2.893566], [2.989032, 0.049983, 2.980128], [2.199961, -0.421248, 3.357232], [1.815917, -3.051209, -1.338106], [1.968303, -4.309251, -0.482621], [1.262704, -3.784418, -0.942195]],
  "atomic_forces_ev_per_a": [[-0.84, 2.45, 0.19], [0.72, -1.31, 1.32], [-4.94, 2.97, -3.86], [-0.45, -0.09, -0.45], [0.11, -0.32, 0.57], [1.18, -1.11, -0.19], [4.22, -2.47, 2.06], [1.08, 0.74, 1.08], [-0.06, -0.09, -0.90], [-1.11, -0.79, -0.37], [0.20, 1.60, -0.89], [-0.72, 0.26, -0.31], [1.19, -2.18, 0.35], [-0.76, -0.24, 0.04], [0.10, 0.65, 1.38], [0.39, -0.05, -1.21], [0.11, 0.16, -0.21], [0.32, -2.49, -0.04], [0.25, 2.72, 0.01], [0.99, -0.32, 0.78], [1.17, 0.30, -0.57], [-2.00, -0.06, -0.14], [-2.06, 0.73, 0.06], [1.41, 1.07, -0.30], [0.35, -1.84, -0.16], [0.24, -1.82, -3.47], [-0.81, -0.33, 0.58], [0.90, 1.94, 2.92], [-0.10, -0.31, 0.26], [-0.97, 1.04, -0.84], [0.59, -1.33, 0.90], [0.36, 0.00, -0.37], [3.91, -1.08, -0.90], [-4.50, 0.82, 1.44], [-1.06, -1.18, 0.30], [2.06, -0.48, -0.64], [-0.43, 1.42, 0.51], [-2.20, -0.97, -0.95], [0.55, 0.22, -1.63], [1.73, 1.03, 1.95], [-0.88, -3.65, -0.50], [3.08, 0.16, 0.39], [-2.37, 3.70, 0.49], [0.10, -0.88, -0.32], [0.49, 0.87, 0.12], [-1.21, 0.52, 0.64], [0.59, -0.21, 0.14], [-0.07, -0.48, 0.64], [-0.30, 0.63, -0.27], [0.34, -1.05, -0.19], [2.63, -6.42, -0.61], [-3.09, 7.98, 0.41], [0.03, 0.98, 0.60], [-0.84, -0.34, -0.62], [0.90, -0.25, -0.52], [0.25, 1.24, 0.94], [-1.07, -1.11, 0.28], [0.38, -0.61, -0.02], [-1.01, -0.40, 0.12], [-1.18, 0.34, -0.62], [2.14, -0.25, 0.62]],
  "nbo_charge": [-0.58, 0.20, -0.78, 0.21, 0.21, 0.18, 0.52, 0.53, 0.47, -1.04, 0.50, 0.47, -0.98, 0.51, 0.49, -0.99, 0.49, 0.52, -0.97, 0.50, 0.51, -0.99, 0.48, 0.49, -0.93, 0.47, 0.49, -0.95, 0.49, 0.51, -0.98, 0.51, 0.50, -1.00, 0.48, 0.52, -1.03, 0.48, 0.49, -1.01, 0.50, 0.48, -0.97, 0.50, 0.52, -1.01, 0.50, 0.47, -0.97, 0.50, 0.48, -0.96, 0.50, 0.48, -0.98, 0.50, 0.50, -0.98, 0.51, 0.47, -1.00]
}

---

No. 4
{
  "formula": "C2H40O20",
  "method": "the ωB97M-V functional and the def2-TZVPD basis",
  "gap_ev": 7.7,
  "e_lumo_ev": 4.638,
  "charge": -2,
  "homo_energy_ev": -3.09,
  "spin_multiplicity": 1,
  "elements": ["O", "C", "C", "O", "H", "H", "H", "H", "O", "H", "H", "O", "H", "H", "O", "H", "H", "O", "H", "H", "O", "H", "H", "O", "H", "H", "O", "H", "H", "O", "H", "H", "O", "H", "H", "O", "H", "H", "O", "H", "H", "O", "H", "H", "O", "H", "H", "O", "H", "H", "O", "H", "H", "O", "H", "H", "O", "H", "H", "O", "H", "H"],
  "xyz": [[0.143113, 1.412484, -1.064871], [0.083113, 0.817484, 0.164129], [-0.059887, -0.656516, -0.112871], [-0.301887, -1.446516, 1.040129], [-0.601887, 1.301484, 0.792129], [1.066113, 1.000484, 0.593129], [0.917113, -0.997516, -0.428871], [-0.947887, -0.796516, -0.752871], [-2.694887, 2.654484, 1.490129], [-2.880887, 2.673484, 2.429129], [-1.859887, 3.094484, 1.327129], [1.401113, -2.948516, 2.447129], [1.542113, -3.673516, 1.880129], [0.694113, -2.511516, 1.990129], [-2.636887, 1.563484, -1.054871], [-2.663887, 2.091484, -0.251871], [-1.708887, 1.253484, -0.887871], [4.038113, 0.111484, -1.311871], [3.121113, 0.063484, -1.611871], [4.107113, 0.833484, -0.706871], [2.538113, 2.809484, 0.189129], [1.809113, 2.250484, 0.082129], [3.214113, 2.378484, 0.707129], [0.265113, 3.114484, 2.479129], [0.663113, 3.234484, 3.376129], [0.455113, 2.201484, 2.405129], [-2.590887, -0.142516, 2.005129], [-2.684887, 0.746484, 1.722129], [-1.871887, -0.565516, 1.480129], [1.796113, 0.651484, -2.801871], [1.190113, 0.991484, -2.129871], [2.391113, 1.348484, -2.981871], [-0.829887, 3.816484, -0.334871], [-0.148887, 4.249484, 0.140129], [-0.556887, 2.882484, -0.391871], [-0.903887, -3.748516, -0.272871], [-0.716887, -2.892516, 0.190129], [-0.019887, -4.173516, -0.211871], [2.847113, -0.599516, 1.254129], [2.431113, -1.260516, 1.830129], [2.172113, -0.412516, 0.609129], [0.571113, 0.097484, 3.206129], [-0.245887, 0.062484, 3.712129], [0.181113, -0.195516, 2.366129], [2.020113, -2.761516, -2.001871], [1.150113, -2.853516, -2.421871], [1.785113, -2.514516, -1.100871], [-1.786887, -2.738516, 3.148129], [-1.469887, -2.218516, 2.446129], [-1.634887, -3.655516, 2.828129], [-3.092887, -1.623516, -0.151871], [-3.339887, -1.593516, -1.046871], [-2.177887, -1.321516, -0.077871], [-1.107887, -0.162516, -3.312871], [-0.882887, -1.091516, -3.319871], [-0.466887, 0.162484, -2.673871], [0.009113, 3.026484, -3.144871], [0.324113, 3.766484, -2.578871], [-0.103887, 2.345484, -2.464871], [-0.472887, -2.802516, -2.874871], [-0.809887, -3.365516, -2.198871], [-0.652887, -3.283516, -3.649871]],
  "atomic_forces_ev_per_a": [[-0.58, 1.10, -0.58], [2.28, -0.67, -1.59], [-0.87, -0.85, 2.56], [-0.67, -0.14, 0.23], [-1.59, 0.10, 1.34], [0.08, -0.55, 1.22], [-0.13, 0.11, -1.60], [1.25, 0.30, -1.02], [-0.89, -0.05, 0.25], [0.25, 0.10, 0.18], [0.58, 0.56, 0.03], [1.02, 0.06, 1.59], [0.66, -1.56, -0.90], [-1.37, 1.53, -0.65], [1.14, -0.43, 0.71], [-1.09, 0.32, -0.06], [-0.85, 0.02, -1.55], [0.90, -0.76, -0.49], [-0.32, 0.15, -0.39], [-0.22, 0.57, 0.52], [2.11, 2.25, -0.13], [-1.63, -1.38, -0.46], [-0.19, -0.45, 0.30], [0.32, 1.77, 1.83], [-0.56, 0.35, -1.02], [0.18, -2.20, -0.58], [0.47, -1.34, 1.06], [0.02, 1.20, -0.84], [-0.35, 0.44, 0.63], [0.39, -1.95, -0.65], [-0.66, 0.43, 0.89], [0.83, 1.24, -0.45], [-1.36, 0.11, -0.07], [1.20, 0.52, 0.83], [0.48, -0.13, -0.90], [1.21, -0.88, -0.21], [-0.27, 0.49, 0.43], [-0.81, 0.19, -0.15], [0.56, -0.24, 0.58], [-0.01, 0.05, 0.09], [-0.12, 0.06, -0.29], [-0.38, 0.65, 0.25], [-0.09, 0.01, 0.53], [0.38, -0.71, -0.59], [0.29, -0.50, 0.33], [0.15, 0.29, -0.11], [0.31, 0.11, -0.03], [-0.63, -2.58, 1.52], [0.69, 1.43, -1.71], [-0.15, 1.00, 0.34], [0.05, -0.70, 1.63], [-0.14, 0.35, -1.86], [-0.69, -0.24, -0.18], [-0.33, 0.04, -0.28], [-0.07, -0.31, -0.04], [0.00, 0.58, 0.11], [0.62, 1.36, 0.13], [-0.49, -0.66, -0.61], [-0.34, -0.10, -0.03], [0.38, 0.83, -0.19], [-0.69, -0.56, 1.98], [-0.25, -0.75, -1.89]],
  "nbo_charge": [-1.01, -0.13, -0.05, -1.06, 0.15, 0.11, 0.14, 0.15, -0.98, 0.48, 0.51, -0.97, 0.44, 0.51, -0.96, 0.46, 0.47, -0.98, 0.50, 0.45, -0.96, 0.49, 0.47, -0.96, 0.46, 0.49, -1.00, 0.47, 0.48, -0.99, 0.49, 0.46, -0.99, 0.46, 0.50, -1.00, 0.51, 0.45, -0.97, 0.50, 0.46, -0.99, 0.47, 0.50, -0.97, 0.48, 0.46, -0.95, 0.49, 0.45, -0.93, 0.46, 0.47, -0.97, 0.47, 0.48, -0.97, 0.45, 0.50, -0.94, 0.51, 0.47]
}

---

Summary of energy above the lowest of the compared OMol25 structures with the same formula, charge and spin in kcal per mole
72.50 13.35 11.42 45.51
(order as listed above)